1.
{
  "formula": "C4H9N4",
  "method": "the ωB97M-V functional and the def2-TZVPD basis",
  "total_charge": 1,
  "e_above_lowest_kcal_mol": 75.5,
  "orbital_gap_ev": 10.75,
  "energy_ha": -376.48670,
  "species": ["C", "C", "C", "C", "N", "N", "N", "N", "H", "H", "H", "H", "H", "H", "H", "H", "H"],
  "positions_angstrom": [[-0.7845, 0.6377, 0.8740], [0.7362, 1.7044, 1.0664], [-0.7548, -0.6967, 0.1155], [0.0492, -0.2966, -1.7323], [0.0145, 1.6227, 0.0606], [0.2494, 0.7297, 1.9373], [-1.2463, -0.5388, -1.2371], [0.6069, -0.9117, -0.4321], [-1.7199, 0.9248, 1.1952], [1.5513, 2.3660, 1.3644], [-1.1134, -1.6143, 0.8063], [0.3236, -0.9646, -2.6091], [0.3066, 0.7752, -1.8790], [-0.0577, 0.9493, 2.8794], [-1.9642, 0.1294, -1.5189], [1.3288, -0.4280, 0.0120], [0.9419, -1.8758, -0.5790]],
  "mulliken_charge": [-0.066, -0.087, 0.088, -0.389, -0.589, -0.492, -0.398, -0.152, 0.505, 0.401, 0.314, 0.291, 0.370, 0.297, 0.303, 0.219, 0.385]
}

---

2.
{
  "formula": "C48H94F2NO36P6S2V",
  "method": "the ωB97M-V functional and the def2-TZVPD basis",
  "s_squared": 2.017,
  "total_charge": -2,
  "spin_multiplicity": 3,
  "e_above_lowest_kcal_mol": 0.0,
  "orbital_gap_ev": [5.19, 5.18],
  "energy_ha": -8637.42376,
  "species": ["V", "N", "S", "O", "O", "F", "S", "O", "O", "F", "C", "C", "C", "O", "C", "C", "C", "O", "O", "O", "H", "H", "C", "C", "C", "O", "C", "C", "C", "O", "O", "O", "H", "H", "C", "C", "O", "P", "O", "O", "C", "C", "O", "C", "C", "H", "H", "H", "H", "H", "H", "H", "H", "H", "H", "H", "H", "H", "H", "H", "C", "C", "O", "P", "O", "O", "C", "C", "O", "C", "C", "H", "H", "H", "H", "H", "H", "H", "H", "H", "H", "H", "H", "H", "H", "H", "C", "C", "O", "P", "O", "O", "C", "C", "O", "C", "C", "H", "H", "H", "H", "H", "H", "H", "H", "H", "H", "H", "H", "H", "H", "H", "C", "C", "O", "P", "O", "O", "C", "C", "O", "C", "C", "H", "H", "H", "H", "H", "H", "H", "H", "H", "H", "H", "H", "H", "H", "H", "C", "C", "O", "P", "O", "O", "C", "C", "O", "C", "C", "H", "H", "H", "H", "H", "H", "H", "H", "H", "H", "H", "H", "H", "H", "H", "C", "C", "O", "P", "O", "O", "C", "C", "O", "C", "C", "H", "H", "H", "H", "H", "H", "H", "H", "H", "H", "H", "H", "H", "H", "H"],
  "positions_angstrom": [[3.3922, -0.4833, 0.4529], [1.4783, -0.6906, 0.1585], [0.3686, -1.8058, 0.5267], [-0.5639, -2.2251, -0.4731], [0.0669, -2.0166, 1.9774], [1.4423, -3.0312, 0.4232], [0.1418, 0.4878, 0.1611], [-0.3911, 0.8602, 1.4564], [-0.7391, 0.6131, -0.9752], [1.1194, 1.6549, -0.2747], [2.7563, 3.1664, 2.8453], [3.0163, 2.0668, 1.9321], [3.8756, 2.4536, 0.7317], [4.1455, 1.5050, 0.0270], [4.1866, 3.7992, 0.4365], [3.6741, 4.7714, 1.2696], [2.9268, 4.4452, 2.5533], [2.4795, 5.3127, 3.4199], [4.0961, 5.9496, 0.9119], [2.7060, 0.8541, 2.0251], [2.3403, 2.9027, 3.8065], [4.7135, 4.0731, -0.4656], [5.8595, -3.8204, -0.8397], [7.0513, -4.2919, -0.2400], [7.7485, -3.4518, 0.8268], [8.7583, -3.9263, 1.4960], [7.3317, -2.2183, 1.1982], [6.0639, -1.6551, 0.6066], [5.2577, -2.5922, -0.3977], [4.0015, -2.3057, -0.4480], [5.3735, -0.7095, 0.9985], [7.5668, -5.3419, -0.8313], [5.3834, -4.3919, -1.6227], [7.9002, -1.5637, 1.8421], [-3.5484, -3.4294, -0.0689], [-4.8299, -4.0054, 0.4309], [-5.8697, -3.8914, -0.4621], [-7.1209, -2.7685, -0.3193], [-6.6868, -1.3969, -0.0527], [-7.9492, -3.0065, -1.7197], [-9.1732, -2.3367, -2.0106], [-10.1593, -3.4137, -2.4207], [-8.1196, -3.4745, 0.7328], [-8.6615, -2.9132, 1.8675], [-7.7493, -2.8758, 3.0701], [-2.9636, -2.8884, 0.6750], [-2.8818, -4.2214, -0.4102], [-3.6287, -2.7575, -0.9235], [-4.7668, -5.0785, 0.6116], [-5.1302, -3.7315, 1.4423], [-9.6475, -1.7825, -1.2006], [-9.0430, -1.6249, -2.8257], [-11.1273, -2.9278, -2.5434], [-9.8867, -3.8187, -3.3953], [-10.4058, -4.2887, -1.8193], [-8.8907, -1.8614, 1.6962], [-9.6193, -3.3885, 2.0787], [-6.9722, -2.1739, 2.7675], [-8.0993, -2.3570, 3.9625], [-7.1359, -3.7652, 3.2141], [-2.0010, 9.7082, -0.0545], [-0.9234, 8.7069, -0.4115], [0.3086, 9.0042, 0.1004], [1.6742, 8.4430, -0.6769], [2.9127, 8.4392, 0.1885], [1.3001, 7.0590, -1.4529], [2.1291, 6.0295, -1.9672], [1.4534, 4.6571, -2.2906], [1.7782, 9.4698, -1.9120], [1.8208, 10.9260, -1.6845], [0.7782, 11.4388, -2.7093], [-1.7334, 10.6076, -0.6090], [-2.9831, 9.4296, -0.4366], [-2.0491, 9.9271, 1.0122], [-1.4057, 7.8617, 0.0796], [-0.8720, 8.5481, -1.4886], [2.6011, 6.3602, -2.8924], [3.0329, 5.8475, -1.3857], [2.1868, 4.0472, -2.8181], [1.2469, 4.2446, -1.3031], [0.5792, 4.6718, -2.9415], [1.5902, 11.3838, -0.7225], [2.8577, 11.2506, -1.7721], [-0.1693, 10.9058, -2.7887], [0.6792, 12.5132, -2.8640], [1.3537, 11.1652, -3.5936], [6.3664, -1.9280, 5.2249], [5.7493, -2.6204, 3.9972], [4.4211, -3.1291, 4.2747], [3.1418, -2.3943, 3.7016], [3.3392, -1.7324, 2.3476], [2.0364, -3.6157, 3.6553], [1.5705, -4.1559, 4.9040], [2.2714, -5.4439, 5.0575], [2.7464, -1.3948, 4.9821], [1.7523, -0.4432, 4.8291], [0.5854, -0.6012, 5.7619], [6.2009, -2.3533, 6.2147], [7.4457, -1.9873, 5.0846], [6.1447, -0.8660, 5.3310], [5.8779, -1.9812, 3.1237], [6.3651, -3.4522, 3.6550], [1.8106, -3.4780, 5.7231], [0.5006, -4.2657, 5.0808], [1.6912, -6.0741, 5.7316], [2.1019, -5.9644, 4.1149], [3.2585, -5.2908, 5.4937], [2.1777, 0.5471, 4.9916], [1.3499, -0.4105, 3.8166], [0.8096, -0.7728, 6.8147], [-0.0102, 0.3111, 5.7301], [-0.2013, -1.3008, 5.4795], [-0.9981, 3.9837, 4.5772], [-1.1638, 3.8784, 3.0483], [-2.1031, 4.8783, 2.7101], [-2.5481, 4.8614, 1.0938], [-1.3535, 5.0301, 0.1883], [-3.7626, 5.9955, 1.1943], [-4.6896, 6.2911, 0.0341], [-5.9781, 5.4331, 0.0643], [-3.3836, 3.4493, 1.0026], [-3.3662, 2.5593, -0.1271], [-3.7033, 1.2170, 0.6164], [-0.0768, 3.5369, 4.9511], [-0.9163, 5.0251, 4.8885], [-1.8671, 3.5793, 5.0962], [-0.2031, 4.1165, 2.5919], [-1.3897, 2.8515, 2.7610], [-4.9255, 7.3522, -0.0472], [-4.2205, 6.0981, -0.9307], [-6.7162, 5.6388, -0.7108], [-5.9302, 4.3443, 0.0826], [-6.5207, 5.6438, 0.9859], [-4.2325, 2.8686, -0.7119], [-2.3692, 2.5387, -0.5672], [-3.0354, 1.1859, 1.4772], [-4.7859, 1.1376, 0.7157], [-3.4309, 0.3901, -0.0394], [6.2628, -1.5005, -5.4114], [5.5444, -2.0084, -4.0680], [4.2469, -1.4252, -4.0880], [3.8469, 0.0126, -3.3422], [3.7326, -0.0431, -1.8632], [4.9985, 1.0331, -3.8316], [5.0279, 2.3894, -3.3467], [5.1062, 3.3220, -4.4894], [2.4653, 0.5262, -4.0349], [1.3162, 0.1882, -3.3675], [0.4245, -0.6071, -4.3012], [7.2138, -2.0301, -5.4673], [5.5875, -1.6558, -6.2529], [6.5752, -0.4578, -5.3539], [5.6898, -3.0705, -3.8706], [6.0989, -1.5441, -3.2525], [4.0356, 2.5122, -2.9127], [5.6897, 2.7194, -2.5460], [6.1867, 3.2764, -4.6256], [4.3058, 2.9957, -5.1535], [4.8049, 4.2932, -4.0968], [1.4632, -0.3928, -2.4570], [0.7594, 1.0447, -2.9873], [0.9876, -1.5388, -4.3559], [-0.5306, -0.7977, -3.8119], [0.2332, -0.1981, -5.2933], [-1.5175, -3.8207, -3.5664], [-2.6331, -4.8858, -3.5711], [-2.0182, -6.1592, -3.2003], [-2.8719, -7.3016, -2.4481], [-4.2359, -7.5197, -3.0303], [-1.8961, -8.6088, -2.4779], [-2.3672, -9.9212, -2.1003], [-1.3006, -11.1206, -2.2094], [-2.7731, -6.7324, -0.8621], [-1.5791, -6.9067, -0.0740], [-1.6618, -6.3187, 1.3401], [-1.0343, -3.8155, -2.5893], [-0.7421, -4.1811, -4.2424], [-2.0524, -2.9463, -3.9370], [-3.3726, -4.6970, -2.7928], [-3.1809, -4.9598, -4.5105], [-2.8155, -9.9544, -1.1073], [-3.2551, -10.0502, -2.7193], [-0.8161, -11.2992, -3.1693], [-0.5009, -10.9109, -1.4991], [-1.7081, -11.9788, -1.6750], [-1.3432, -7.9707, -0.0513], [-0.7965, -6.4263, -0.6611], [-0.7130, -6.5300, 1.8333], [-1.7881, -5.2477, 1.4991], [-2.5403, -6.7282, 1.8386]],
  "mulliken_charge": [1.158, 1.448, 0.023, -0.174, -0.513, -0.382, -0.160, -0.318, -0.534, -0.297, -0.911, 0.975, 0.076, -0.393, -0.619, 0.463, -0.346, -0.824, -0.770, 0.455, 0.243, 0.376, -0.978, 0.090, 0.357, -0.774, -0.922, 0.657, 0.828, -0.602, -0.510, -0.734, 0.483, 0.482, -0.304, -0.466, -0.226, 0.658, -0.565, -0.338, -0.130, -1.206, -0.298, -0.239, -1.081, 0.400, -0.383, 0.431, 0.335, 0.241, 0.256, 0.305, 0.374, 0.303, 0.312, 0.270, 0.386, 0.239, 0.366, 0.308, -1.476, 0.784, -0.329, 0.670, -0.668, -0.099, -0.558, -0.478, -0.269, -0.362, -1.118, 0.419, 0.337, 0.292, -0.332, 0.322, 0.272, 0.356, 0.044, 0.034, 0.469, 0.263, 0.410, 0.269, 0.372, 0.308, -1.499, 0.680, -0.322, -0.638, 1.358, 0.022, -0.330, -1.188, -0.284, 1.012, -1.667, 0.323, 0.466, 0.286, -0.574, 0.388, 0.246, 0.469, 0.438, 0.264, 0.203, 0.280, -0.528, 0.331, 0.462, 0.312, -1.482, 0.765, -0.473, 0.415, -0.057, -0.365, -0.235, -1.201, -0.232, -0.081, -0.852, 0.269, 0.337, 0.402, 0.039, -0.125, 0.406, 0.282, 0.404, 0.211, 0.321, 0.429, 0.038, 0.162, 0.416, 0.187, -1.206, -0.255, -0.217, -1.085, 1.048, 0.073, 0.680, -1.471, -0.334, 0.979, -1.336, 0.452, 0.275, 0.214, 0.537, 0.171, -0.361, 0.409, 0.418, 0.303, 0.345, -0.536, 0.204, 0.365, 0.190, 0.357, -0.783, -0.070, -0.290, 0.862, -0.730, -0.359, -0.308, -1.192, -0.185, -0.192, -1.093, 0.028, 0.381, 0.347, 0.006, 0.344, 0.260, 0.434, 0.301, 0.335, 0.384, 0.346, 0.375, 0.398, 0.133, 0.327]
}

---

3.
{
  "formula": "C4H12NS2",
  "method": "the ωB97M-V functional and the def2-TZVPD basis",
  "total_charge": 1,
  "e_above_lowest_kcal_mol": 15.1,
  "orbital_gap_ev": 8.37,
  "energy_ha": -1010.47150,
  "species": ["C", "C", "C", "N", "H", "H", "H", "H", "H", "H", "H", "H", "C", "S", "S", "H", "H", "H", "H"],
  "positions_angstrom": [[0.8221, 1.2488, -1.8912], [0.7731, 1.9551, -0.5439], [-1.1703, 1.7629, 0.9105], [-0.1520, 1.2543, 0.3609], [1.1431, 0.2115, -1.7956], [-0.1467, 1.2845, -2.3818], [1.5271, 1.7657, -2.5331], [1.7518, 1.9413, -0.0694], [0.4415, 2.9861, -0.6252], [-1.8138, 1.1273, 1.5070], [-1.3755, 2.8208, 0.7893], [-0.0444, 0.2279, 0.4461], [0.5330, -3.1183, 1.1290], [-0.4744, -1.7037, 1.6314], [-2.2260, -1.9617, 0.5622], [-0.0994, -4.0004, 1.1095], [1.3006, -3.2376, 1.8894], [0.9895, -2.9702, 0.1576], [-1.7793, -1.5941, -0.6527]],
  "mulliken_charge": [-1.117, -0.337, 0.057, 0.229, 0.346, 0.336, 0.347, 0.279, 0.369, 0.203, 0.258, -0.087, -0.717, -0.105, -0.138, 0.313, 0.311, 0.279, 0.173]
}

---

What did the first record say?
{
  "formula": "C4H9N4",
  "method": "the ωB97M-V functional and the def2-TZVPD basis",
  "total_charge": 1,
  "e_above_lowest_kcal_mol": 75.5,
  "orbital_gap_ev": 10.75,
  "energy_ha": -376.48670,
  "species": ["C", "C", "C", "C", "N", "N", "N", "N", "H", "H", "H", "H", "H", "H", "H", "H", "H"],
  "positions_angstrom": [[-0.7845, 0.6377, 0.8740], [0.7362, 1.7044, 1.0664], [-0.7548, -0.6967, 0.1155], [0.0492, -0.2966, -1.7323], [0.0145, 1.6227, 0.0606], [0.2494, 0.7297, 1.9373], [-1.2463, -0.5388, -1.2371], [0.6069, -0.9117, -0.4321], [-1.7199, 0.9248, 1.1952], [1.5513, 2.3660, 1.3644], [-1.1134, -1.6143, 0.8063], [0.3236, -0.9646, -2.6091], [0.3066, 0.7752, -1.8790], [-0.0577, 0.9493, 2.8794], [-1.9642, 0.1294, -1.5189], [1.3288, -0.4280, 0.0120], [0.9419, -1.8758, -0.5790]],
  "mulliken_charge": [-0.066, -0.087, 0.088, -0.389, -0.589, -0.492, -0.398, -0.152, 0.505, 0.401, 0.314, 0.291, 0.370, 0.297, 0.303, 0.219, 0.385]
}